Molecular formula: C5H10O
Method: DFT, ωB97M-V with the def2-TZVPD basis set

Summary:
* electronic energy: -7392.3303 eV
* LUMO level: 0.0342 Ha
* SMILES: C/C=C/CCO
* molar mass: 86.1 g/mol
* net charge: 0

Last columns: bonded neighbours and bond lengths (Å).
Element x y z (Å)
1 C 0.589 -1.557 -1.441  C2 1.492, H7 1.095, H8 1.089, H9 1.097
2 C -0.078 -0.314 -0.957  C1 1.492, C3 1.339, H10 1.094
3 C 0.576 0.778 -0.538  C2 1.339, C4 1.495, H11 1.091
4 C -0.148 1.651 0.436  C3 1.495, C5 1.575, H12 1.106, H13 1.099
5 C -0.385 0.589 1.575  C4 1.575, O6 1.488, H14 1.083, H15 1.099
6 O -0.545 -0.810 1.092  C5 1.488, H16 0.975
7 H 1.521 -1.745 -0.897  C1 1.095
8 H 0.810 -1.382 -2.493  C1 1.089
9 H -0.031 -2.459 -1.363  C1 1.097
10 H -1.161 -0.268 -1.106  C2 1.094
11 H 1.654 0.702 -0.388  C3 1.091
12 H 0.470 2.509 0.760  C4 1.106
13 H -1.091 2.081 0.069  C4 1.099
14 H -1.261 0.757 2.190  C5 1.083
15 H 0.528 0.568 2.185  C5 1.099
16 H -1.449 -1.102 0.876  O6 0.975